[1]
53
Properties=species:S:1:pos:R:3:forces:R:3 method="wB97M-V/def2-TZVPD" e_above_lowest_kcal_mol=172.4 lumo_energy_ev="-9.36 / -9.36" charge=+2 orbital_gap_ev="4.341 / 4.342" e_tot_ha=-1358.5787
P 0.555142 -1.957915 -0.426038 -3.693 -1.661 -6.781
P 0.243064 1.693189 -0.903149 -1.898 4.586 -5.116
C 0.086192 -0.931714 -2.064490 0.432 0.032 0.403
C 0.777391 0.393203 -2.247933 -0.634 -0.609 0.714
H -1.012959 -0.811515 -2.088464 0.583 -0.110 0.304
H 0.299461 -1.549455 -2.958834 0.182 -0.002 0.723
H 1.881438 0.316089 -2.274219 -0.434 0.168 0.519
H 0.465598 0.834531 -3.208967 0.066 0.233 0.549
C -0.988351 2.513923 -2.182934 -0.036 0.077 -0.853
H -1.477532 3.395855 -1.736397 0.230 -0.242 -0.286
H -1.795960 1.823621 -2.439746 0.084 0.001 0.040
H -0.527357 2.872890 -3.107005 0.143 -0.270 -0.081
C 1.564289 2.914146 -1.362430 0.091 0.219 0.590
H 1.362173 3.339818 -2.359560 0.027 -0.309 0.530
H 2.549204 2.428479 -1.393743 -0.251 0.131 0.196
H 1.585234 3.731128 -0.634410 0.152 -0.037 -0.132
C -0.360269 -3.351312 -1.412111 0.593 -0.945 0.620
H -0.355131 -4.227723 -0.758277 -0.310 -0.149 -0.223
H 0.088220 -3.643608 -2.384403 0.078 0.244 0.684
H -1.399080 -3.048325 -1.630623 0.549 0.008 0.445
C 2.322830 -2.645963 -1.118234 -0.478 0.631 1.409
H 3.056409 -1.825926 -1.174545 0.145 -0.222 -0.010
H 2.169130 -3.070405 -2.124679 -0.125 0.310 0.602
H 2.651943 -3.441485 -0.435312 0.293 0.005 -0.363
Zr 2.029807 -1.148211 1.431912 1.724 -1.731 5.698
C -1.226925 2.526917 0.122173 0.652 -3.027 2.821
C -2.161072 1.669316 0.603989 -0.213 0.688 -0.134
C -2.904418 0.674724 -0.239772 -0.116 -1.001 -0.395
C -3.662464 -0.491373 0.518263 0.007 1.894 -0.388
C -2.930026 -1.787037 0.402333 -1.090 -2.297 0.037
C -1.632044 -1.649656 0.306127 1.970 2.158 2.351
C 1.920972 0.936554 0.980878 -2.648 1.817 0.774
C 0.790553 1.684030 1.520504 3.089 -1.172 0.354
C 0.573401 -1.729594 3.021096 0.172 -0.178 -0.022
H -0.951580 3.457880 0.628114 0.546 -0.387 -0.264
H -2.447490 1.751462 1.667270 -0.721 0.794 -0.720
H -2.196444 0.235181 -0.989246 -0.680 0.283 0.598
H -3.639940 1.200038 -0.879844 0.247 0.176 0.565
H -3.774047 -0.223195 1.574414 -0.027 -0.060 0.008
H -4.681431 -0.554421 0.120021 0.285 -0.271 0.000
H -3.587629 -2.699979 0.433299 1.053 0.735 -0.532
H -1.317692 -0.704786 0.871045 0.180 -0.642 -1.069
H 1.629922 0.070754 0.106090 -0.419 1.564 0.175
H 2.841362 1.463274 0.788755 0.146 0.287 -0.363
H 0.010593 1.174049 2.090841 -0.082 0.052 -0.782
H 0.981563 2.724062 1.866781 0.022 -0.880 -0.360
H 1.150236 -2.013640 3.921765 0.044 0.137 -0.464
H 0.025112 -2.633969 2.719772 -0.120 0.220 -0.078
H -0.135675 -0.968736 3.394334 0.218 -0.214 -0.386
C 2.789339 0.142036 3.541136 0.324 0.203 -0.025
H 3.820688 0.525949 3.609806 0.050 -0.249 -0.623
H 2.720431 -0.439636 4.470400 -0.114 -0.562 -0.441
H 2.223838 1.056458 3.824272 -0.292 -0.423 -0.819


[2]
60
Properties=species:S:1:pos:R:3:forces:R:3 method="wB97M-V/def2-TZVPD" lumo_energy_ev=1.87 charge=-1 orbital_gap_ev=5.231 e_tot_ha=-4730.2455
C -2.288339 -0.966644 -3.345162 -0.975 0.429 0.791
C -1.246817 -0.389991 -2.319877 -0.348 -0.741 -1.110
P 0.564063 -0.728600 -2.694128 0.043 1.825 0.974
C 1.016147 -0.291920 -4.465765 -0.240 -0.255 -0.346
C 0.227397 0.921007 -5.069844 0.631 -0.433 -0.408
B 1.118608 -2.517711 -2.207918 0.306 0.261 0.121
O 0.262561 -3.324592 -1.326579 0.344 -0.627 0.303
C 1.213494 -4.241736 -0.828437 0.902 -1.038 -0.989
C 2.566080 -3.404545 -0.581080 -1.790 1.029 -0.412
Br 4.208279 -4.238495 -1.448586 0.093 -0.628 -0.365
C 3.006686 -3.253684 0.915762 -0.145 0.864 0.103
C 2.919984 -1.790983 1.452675 0.627 0.455 0.648
C 4.214462 -1.394058 2.271695 -1.475 0.163 -0.468
C 3.952483 -0.008975 2.947531 -0.291 -0.712 0.424
S 4.030390 1.402429 1.781152 4.237 1.493 -1.512
O 4.505645 0.948194 0.462289 -1.884 0.412 2.263
O 4.918369 2.447899 2.354795 -2.312 -1.830 -0.301
Cl 2.131089 2.268769 1.666491 0.662 -0.731 0.059
O 2.289206 -2.258250 -1.282182 1.221 -0.636 1.683
H -2.052734 -1.984951 -3.704896 0.174 0.598 0.139
H -2.500242 -0.284046 -4.198574 0.422 -0.535 0.409
H -3.268653 -1.052066 -2.805461 0.522 0.002 -0.470
H -1.453854 -0.876418 -1.340637 0.434 0.274 -0.580
H -1.394957 0.701887 -2.170790 0.004 -0.707 -0.290
H 0.992614 -1.194730 -5.124398 -0.265 0.654 0.307
H 2.087500 0.012680 -4.439854 -0.679 -0.326 0.141
H -0.842707 0.949573 -4.800606 0.568 0.002 -0.013
H 0.293625 0.840559 -6.181094 -0.119 0.252 0.677
H 0.732187 1.864236 -4.770167 -0.547 -0.482 -0.091
H 1.618910 -3.045679 -3.171672 -0.251 -0.606 -0.454
H 0.897841 -4.876091 0.024650 -0.126 0.827 -0.066
H 1.438530 -4.970826 -1.647471 0.027 0.350 0.468
H 4.053687 -3.593477 1.038543 -0.703 0.088 -0.069
H 2.354965 -3.894204 1.546349 0.405 0.217 -0.423
H 2.072521 -1.657511 2.165671 0.322 -0.234 -0.588
H 2.802479 -1.024591 0.661711 -0.096 -0.751 0.088
H 4.333478 -2.153367 3.075767 0.271 0.600 -0.350
H 5.082025 -1.380744 1.587471 -0.292 0.036 0.542
H 4.686091 0.213182 3.748609 -0.294 0.263 -0.699
H 2.943830 -0.003572 3.411597 0.543 0.086 -0.352
C -1.580670 1.064974 0.730986 -0.016 -0.024 0.163
C -3.070172 1.097364 1.051178 0.063 0.078 -0.141
C -3.698630 2.478843 0.863846 -0.106 -0.047 0.073
C -3.139671 3.575135 1.774386 0.110 -0.022 -0.055
C -3.240045 3.288714 3.272084 -0.058 0.109 -0.028
C -4.675681 3.149260 3.765082 0.068 -0.078 0.113
H -1.010318 1.717775 1.395636 -0.003 0.003 0.004
H -1.190064 0.052750 0.849430 0.088 0.072 -0.077
H -1.396428 1.376755 -0.298945 0.056 0.006 0.198
H -3.236143 0.737229 2.070977 -0.050 0.019 0.009
H -3.583780 0.392615 0.390460 -0.015 -0.001 0.035
H -4.780404 2.397427 1.012450 0.005 0.039 -0.001
H -3.561741 2.792077 -0.176172 0.016 -0.029 0.007
H -3.668430 4.509253 1.554762 0.000 0.002 0.036
H -2.091298 3.758641 1.520827 -0.028 -0.021 -0.013
H -2.763589 4.111310 3.814240 0.033 -0.041 -0.008
H -2.675360 2.387469 3.526971 0.008 0.016 -0.050
H -5.247120 4.057859 3.559739 -0.021 -0.035 -0.025
H -4.691919 2.977897 4.843695 -0.067 0.012 -0.021
H -5.185461 2.308692 3.290788 -0.010 0.035 -0.003


[3]
83
Properties=species:S:1:pos:R:3:forces:R:3 method="wB97M-V/def2-TZVPD" lumo_energy_ev=-6.32 charge=+1 orbital_gap_ev=2.587 e_tot_ha=-8228.6899
C 6.973318 -1.536126 -1.201044 -0.770 0.669 0.460
C 5.950733 -0.524774 -1.783196 0.638 -0.675 -0.134
C 4.593091 -1.169307 -2.049908 0.592 -0.169 -0.197
Br 4.099949 -1.191071 -3.928329 -0.237 -0.093 0.163
N 3.503875 -0.640351 -1.217830 0.194 0.394 0.084
C 3.380060 0.791029 -0.944595 -0.936 0.603 0.690
P 2.136959 1.595217 -2.036036 1.053 0.352 -2.392
O 2.685650 1.569392 -3.370361 0.535 -0.057 -0.644
O 0.715270 0.823319 -2.095282 0.283 0.483 1.476
O 1.962806 3.106032 -1.537265 -0.752 -1.099 0.939
C 2.621493 -1.441002 -0.711822 -0.830 -0.575 0.379
N 1.576221 -1.090962 0.129356 0.358 0.934 -0.088
C 0.942669 -2.195933 0.365710 0.035 0.970 -0.242
P -0.452653 -2.353047 1.445898 0.269 -0.041 0.260
O 0.035356 -3.085638 2.697126 0.423 1.235 -1.868
N 1.449885 -3.256215 -0.239241 -0.595 -0.989 0.372
P 0.703623 -4.845291 -0.036231 0.111 -0.905 -1.999
C -0.748662 -4.765426 -1.150447 0.303 0.019 -0.113
C 1.745743 -6.092895 -0.887517 0.040 0.871 0.813
N 2.533917 -2.794137 -0.898075 0.909 0.150 -0.756
H 7.013640 -1.363532 -0.125696 0.236 -0.153 0.169
H 7.949131 -1.326839 -1.618861 0.173 -0.282 -0.063
H 6.675274 -2.569680 -1.348460 0.276 -0.149 -0.366
H 5.909840 0.311489 -1.095588 -0.250 0.240 -0.122
H 6.336397 -0.123109 -2.714162 -0.197 0.126 0.194
H 4.694434 -2.220485 -1.800645 -0.052 -0.124 0.070
H 4.309067 1.334913 -1.163733 0.004 -0.174 -0.340
H 3.164400 0.944345 0.110862 0.043 -0.108 0.169
H 0.117406 1.173200 -1.422937 -0.376 -0.201 -0.095
H 1.345738 3.137600 -0.792904 0.103 0.640 0.122
H -0.936873 -1.094338 1.816382 0.011 0.090 -0.540
H -1.431612 -3.094602 0.772973 -0.158 0.326 0.182
H -0.433641 -4.920883 -2.180544 0.144 0.097 -0.108
H -1.424153 -5.587849 -0.919551 -0.016 -0.102 0.216
H -1.292202 -3.829655 -1.070970 -0.102 0.068 -0.122
H 2.098735 -5.676175 -1.827261 -0.033 -0.381 -0.334
H 1.107455 -6.964344 -1.096421 0.256 -0.285 -0.529
H 2.569748 -6.371974 -0.238820 0.167 -0.203 -0.129
H 3.133136 -3.403867 -1.439920 -0.102 -0.032 -0.162
C 0.245904 1.366927 -6.211731 0.249 -0.420 0.059
F 1.459421 0.866203 -6.464291 0.071 0.053 -0.200
F -0.633507 0.358656 -6.388700 -0.127 0.064 -0.104
F 0.212010 1.704866 -4.927504 -0.221 0.182 0.067
S -0.142109 2.806084 -7.282965 -0.334 1.258 0.375
O -0.062821 2.256841 -8.648032 -0.050 0.589 2.398
O 0.879646 3.763597 -6.990444 0.457 -0.199 -0.027
O -1.471666 3.189781 -6.899475 -0.287 -0.460 -0.014
F 2.124963 -7.815868 -2.532718 -0.385 0.482 0.589
K 0.026839 1.408427 -10.556541 0.160 -1.085 -2.543
O 7.376588 -0.584072 -4.425072 0.073 0.432 -0.575
S 7.848318 -1.938686 -4.785915 0.500 -1.673 0.977
O 7.124286 -2.924376 -3.976519 -0.339 0.193 -0.172
O 9.282551 -2.002824 -4.503071 0.058 0.538 -0.086
O 7.596317 -2.184651 -6.204283 -0.301 0.591 -0.177
Ca -0.709728 -3.724657 4.384994 -0.798 -1.531 2.860
Mg 0.372363 -5.690038 2.277478 -0.236 -0.400 1.109
N -3.439235 -0.243626 4.385588 -0.096 0.036 0.013
C -3.470274 1.093264 4.052228 0.043 -0.085 -0.045
C -4.697911 1.574841 4.403709 0.076 0.141 -0.043
C -5.436812 0.503646 4.972672 -0.110 -0.067 0.050
C -4.642029 -0.604195 4.954143 0.089 -0.064 -0.064
H -2.665644 -0.856751 4.237811 0.117 0.035 0.027
H -2.621239 1.575324 3.597487 -0.004 0.031 0.024
H -5.042558 2.587346 4.272355 -0.060 -0.019 -0.025
H -6.442873 0.543212 5.355202 0.004 -0.016 0.044
H -4.821981 -1.611560 5.290973 -0.046 0.010 0.009
C -7.648004 5.777945 6.075694 -0.027 -0.145 0.147
C -6.583759 5.053557 5.266829 -0.352 0.486 -0.271
C -5.848896 6.008766 4.339356 0.168 -0.124 -0.043
O -7.186608 4.003065 4.501274 0.231 -0.321 0.238
H -8.396269 6.222657 5.414954 0.074 0.069 -0.043
H -8.171875 5.081581 6.731453 0.039 0.002 0.034
H -7.211368 6.568656 6.686134 -0.016 0.018 -0.011
H -5.870972 4.577161 5.942588 -0.042 -0.163 -0.062
H -6.541840 6.460376 3.625204 -0.053 0.054 0.079
H -5.092834 5.476311 3.760275 0.030 0.000 0.039
H -5.360140 6.806336 4.899289 -0.016 0.020 -0.013
H -7.820231 4.405000 3.897751 -0.025 0.011 -0.015
O -8.509422 1.069091 6.831814 0.184 0.102 -0.102
H -8.242794 1.782013 6.238694 -0.109 0.047 -0.028
H -8.399803 1.443160 7.711321 -0.045 -0.042 0.045
O 5.994882 2.280834 -2.500399 -0.400 -0.176 0.094
H 5.325888 2.308738 -3.204266 0.107 0.080 -0.030